Molecular formula: C41H62As3BrN5O2SeY
Method: DFT, the ωB97M-V functional and the def2-TZVPD basis

Geometry as XYZ:
```
116
Properties=species:S:1:pos:R:3:mulliken_charge:R:1
Y 0.228 0.045 0.458 0.6710
C -3.792 -1.253 0.319 -1.4631
As -2.711 0.331 -0.046 1.5415
C -3.577 1.621 1.131 -1.3702
C -3.380 1.024 -1.757 -1.1941
C -2.905 0.407 -3.084 2.1056
C -3.024 -1.120 -3.016 -1.5793
C -1.478 0.821 -3.476 -1.2728
As 0.069 0.017 -2.577 1.3277
C 0.377 -1.647 -3.561 -1.5203
C 1.460 1.135 -3.363 -1.4443
C -3.858 0.898 -4.195 -2.1647
As -4.021 2.770 -4.885 0.3074
C -3.279 3.934 -3.477 -0.9615
C -2.456 2.826 -6.074 -0.9972
H -4.837 -1.081 0.069 0.5134
H -3.719 -1.479 1.383 0.3967
H -3.422 -2.105 -0.247 0.3278
H -4.632 1.718 0.880 0.4791
H -3.093 2.590 1.023 0.3422
H -3.489 1.289 2.164 0.4197
H -3.161 2.091 -1.733 0.0110
H -4.467 0.932 -1.697 0.6575
H -2.371 -1.538 -2.241 -0.1619
H -2.755 -1.577 -3.971 0.4795
H -4.048 -1.419 -2.783 0.4139
H -1.353 1.899 -3.355 -0.1821
H -1.332 0.615 -4.539 0.8763
H 0.467 -1.449 -4.627 0.4776
H -0.448 -2.339 -3.409 0.3806
H 1.302 -2.103 -3.212 0.4049
H 1.275 1.270 -4.427 0.4977
H 2.434 0.666 -3.238 0.4269
H 1.466 2.106 -2.872 0.3629
H -4.877 0.620 -3.912 0.5598
H -3.643 0.332 -5.107 0.5587
H -3.932 3.949 -2.605 0.3172
H -3.272 4.941 -3.898 0.4654
H -2.259 3.692 -3.175 0.1418
H -2.522 2.014 -6.798 0.3305
H -1.498 2.779 -5.556 0.1813
H -2.505 3.765 -6.625 0.4217
C 3.054 7.433 3.302 -2.0805
C 2.044 7.071 2.212 1.9012
C 0.683 7.672 2.595 -1.5912
C 2.519 7.687 0.888 -1.5728
C 1.897 5.558 2.044 -0.3779
C 1.030 5.059 1.080 -0.7384
C 0.907 3.695 0.945 0.5674
Br -0.260 2.977 -0.399 -0.0252
C 1.595 2.753 1.718 -0.5665
O 1.379 1.456 1.503 -0.1598
C 2.495 3.251 2.677 -0.7381
C 2.607 4.634 2.808 -0.3621
C 3.357 2.292 3.504 2.5239
C 2.466 1.372 4.351 -1.1673
C 4.223 1.442 2.559 -1.2972
C 4.298 3.031 4.460 -2.4784
H 3.124 8.518 3.382 0.4350
H 4.052 7.056 3.070 0.4134
H 2.751 7.051 4.279 0.4138
H 0.771 8.753 2.716 0.4570
H 0.323 7.252 3.537 0.3592
H -0.072 7.485 1.828 0.3250
H 2.633 8.766 0.996 0.4521
H 1.807 7.510 0.080 0.3310
H 3.484 7.271 0.590 0.3617
H 0.463 5.727 0.444 0.5258
H 3.296 5.018 3.543 0.6730
H 1.825 0.758 3.717 -0.2935
H 1.834 1.960 5.022 0.3902
H 3.083 0.713 4.967 0.5228
H 3.603 0.887 1.853 -0.1403
H 4.820 0.735 3.144 0.4243
H 4.910 2.077 1.996 0.4089
H 3.749 3.631 5.188 0.4822
H 4.994 3.680 3.926 0.4698
H 4.889 2.300 5.015 0.4301
Se -1.253 -5.674 5.985 0.3224
N -1.261 -3.893 6.031 -0.8545
C -1.084 -3.478 4.808 0.6402
C -1.018 -2.074 4.440 1.0146
C -1.166 -1.038 5.366 -0.8907
C -1.088 0.266 4.930 -0.9690
C -0.838 0.510 3.586 -0.8208
N -0.702 -0.465 2.688 1.0664
C -0.815 -1.745 3.100 -0.3755
C -0.684 -2.786 2.072 -0.9588
N -0.472 -2.373 0.810 0.9096
C -0.357 -3.289 -0.147 -0.5609
C -0.450 -4.653 0.092 -1.2239
C -0.647 -5.086 1.387 -0.6676
C -0.761 -4.141 2.407 0.8472
C -0.958 -4.502 3.800 0.7889
N -1.035 -5.734 4.219 -0.8535
H -1.337 -1.277 6.408 0.5808
H -1.196 1.096 5.615 0.5931
H -0.722 1.523 3.220 0.4389
H -0.175 -2.918 -1.149 0.2897
H -0.361 -5.353 -0.727 0.5327
H -0.715 -6.140 1.628 0.5869
C 2.992 -2.071 2.560 -0.8058
N 3.860 -1.869 1.402 0.1606
C 5.268 -2.212 1.586 -1.1376
C 3.356 -1.373 0.287 0.7255
C 4.252 -1.070 -0.878 -1.3609
O 2.117 -1.158 0.192 -0.0082
H 3.611 -2.135 3.451 0.4716
H 2.415 -2.993 2.459 0.4269
H 2.315 -1.227 2.671 -0.1369
H 5.335 -3.200 2.038 0.4176
H 5.747 -1.488 2.244 0.2852
H 5.793 -2.236 0.638 0.4496
H 5.100 -0.456 -0.578 0.4934
H 3.670 -0.536 -1.623 -0.2914
H 4.637 -1.989 -1.322 0.5101
```

Computed properties:
Total charge = +2
Kohn-Sham gap = 6.75 eV
Relative energy (zero: lowest compared OMol25 entry of this formula, charge and spin) = 0.00 kcal/mol
Electronic energy = -13744.61633 hartree
Highest occupied orbital energy = -12.35 eV
Maximum force = 0.538 eV/A
LUMO = -5.6 eV